1.
{
  "formula": "C8H18Br4HgN",
  "method": "ωB97M-V with the def2-TZVPD basis set",
  "species": ["Hg", "C", "C", "C", "N", "C", "C", "C", "C", "C", "H", "H", "H", "H", "H", "H", "H", "H", "H", "H", "H", "H", "H", "H", "H", "H", "H", "H", "Br", "Br", "Br", "Br"],
  "coordinates": [[-0.609, 3.222, 3.190], [-0.112, -3.726, -2.184], [-0.546, -2.565, -1.283], [0.163, -1.279, -1.621], [-0.098, -0.167, -0.650], [-1.547, 0.187, -0.590], [0.453, -0.424, 0.734], [1.313, 0.756, 1.131], [0.938, 1.838, 0.135], [0.617, 1.083, -1.148], [0.977, -3.806, -2.211], [-0.517, -3.621, -3.189], [-0.429, -4.677, -1.755], [-0.331, -2.856, -0.251], [-1.632, -2.469, -1.294], [-0.182, -0.882, -2.580], [1.247, -1.370, -1.681], [-1.632, 1.008, 0.123], [-2.145, -0.625, -0.192], [-1.874, 0.504, -1.577], [-0.403, -0.569, 1.401], [0.940, -1.398, 0.787], [1.083, 1.135, 2.121], [2.377, 0.535, 1.067], [0.115, 2.493, 0.405], [1.802, 2.466, -0.068], [0.029, 1.639, -1.870], [1.576, 0.780, -1.571], [1.417, 4.569, 1.994], [-2.217, 1.037, 2.881], [1.021, 2.077, 5.071], [-1.793, 5.106, 4.675]],
  "total_charge": -1,
  "fmax_ha_per_bohr": 0.0298,
  "de_lowest_kj_mol": 0.0
}

=====

2.
{
  "formula": "C8H18BrCl2CuN2O2",
  "method": "ωB97M-V with the def2-TZVPD basis set",
  "species": ["Cu", "Br", "C", "O", "N", "C", "C", "H", "H", "H", "H", "H", "H", "H", "C", "O", "N", "C", "C", "H", "H", "H", "H", "H", "H", "H", "Cl", "C", "C", "Cl", "H", "H", "H", "H"],
  "coordinates": [[1.477, -4.228, 0.974], [1.311, -2.096, -0.676], [2.504, 1.461, -1.886], [2.121, 2.298, -2.741], [3.165, 1.808, -0.775], [3.571, 0.790, 0.236], [3.499, 3.159, -0.417], [2.335, 0.373, -1.889], [4.455, 1.098, 0.795], [3.852, -0.145, -0.248], [2.799, 0.557, 0.970], [4.580, 3.263, -0.515], [3.162, 3.918, -1.123], [3.130, 3.411, 0.577], [-2.492, -2.373, -0.784], [-3.124, -2.714, -1.794], [-2.998, -2.210, 0.411], [-2.163, -1.773, 1.488], [-4.461, -2.446, 0.642], [-1.469, -1.967, -0.759], [-1.144, -1.571, 1.158], [-2.095, -2.478, 2.316], [-2.478, -0.790, 1.838], [-4.934, -1.517, 0.961], [-5.002, -2.734, -0.259], [-4.681, -3.212, 1.386], [-0.568, 1.014, 2.118], [0.007, 1.265, 0.475], [-1.049, 1.194, -0.647], [-2.464, 2.237, -0.267], [0.745, 0.466, 0.401], [0.529, 2.222, 0.453], [-1.475, 0.204, -0.814], [-0.644, 1.519, -1.606]],
  "multiplicity": 2,
  "total_charge": 1,
  "e_tot_ha": -5710.1189,
  "fmax_ha_per_bohr": 0.0564
}

=====

3.
{
  "formula": "C8H18Cl2O3PPrS",
  "method": "ωB97M-V with the def2-TZVPD basis set",
  "species": ["C", "C", "H", "H", "H", "O", "Cl", "Pr", "P", "C", "C", "H", "H", "H", "C", "H", "H", "H", "H", "H", "H", "C", "O", "Cl", "C", "S", "C", "O", "H", "H", "H", "H", "H", "H"],
  "coordinates": [[0.681, -3.213, -1.160], [-0.275, -2.270, -0.799], [0.209, -4.106, -1.599], [1.244, -3.482, -0.250], [1.371, -2.742, -1.881], [-1.219, -1.692, -0.419], [2.513, -0.837, -0.285], [0.844, 0.917, 0.797], [0.160, 0.767, -2.146], [-1.372, 1.373, -2.926], [1.278, 2.201, -2.454], [1.712, -0.773, -3.231], [0.716, 0.141, -4.409], [-0.004, -1.230, -3.530], [0.705, -0.394, -3.450], [2.263, 2.036, -1.992], [1.390, 2.302, -3.540], [-1.182, 1.582, -3.988], [-1.720, 2.285, -2.423], [0.852, 3.125, -2.043], [-2.139, 0.592, -2.846], [-1.694, 0.898, 0.167], [-2.841, 0.832, 0.040], [1.035, 3.412, 1.375], [-0.236, -1.428, 4.821], [-1.022, -0.500, 3.504], [-0.783, 1.170, 4.159], [0.066, -0.591, 2.397], [-0.885, -1.283, 5.685], [0.786, -1.088, 5.027], [-0.237, -2.486, 4.537], [0.281, 1.304, 4.386], [-1.108, 1.906, 3.413], [-1.388, 1.272, 5.064]],
  "multiplicity": 3,
  "total_charge": 2,
  "fmax_ha_per_bohr": 0.1284,
  "de_lowest_kj_mol": 0.0
}

=====

4.
{
  "formula": "C8H18Cl2Si",
  "method": "ωB97M-V with the def2-TZVPD basis set",
  "species": ["Cl", "Cl", "C", "C", "C", "C", "C", "C", "C", "C", "Si", "H", "H", "H", "H", "H", "H", "H", "H", "H", "H", "H", "H", "H", "H", "H", "H", "H", "H"],
  "coordinates": [[-1.862, -4.220, 1.155], [-3.113, -2.596, 3.912], [2.040, 2.990, -2.552], [2.325, 1.599, -2.029], [1.249, 1.124, -1.011], [-0.123, 0.764, -1.594], [-1.208, 0.400, -0.583], [-0.903, -0.754, 0.334], [-0.069, -2.531, 3.285], [-1.968, -1.015, 1.364], [-1.702, -2.542, 2.370], [1.050, 3.061, -3.032], [2.747, 3.269, -3.347], [2.111, 3.758, -1.778], [2.375, 0.876, -2.859], [3.342, 1.571, -1.582], [1.074, 1.964, -0.304], [1.675, 0.337, -0.380], [-0.044, -0.088, -2.300], [-0.466, 1.611, -2.201], [-1.413, 1.268, 0.077], [-2.169, 0.203, -1.086], [0.024, -0.561, 0.854], [-0.652, -1.657, -0.241], [0.063, -3.438, 3.851], [-0.161, -1.675, 4.002], [0.805, -2.357, 2.690], [-2.075, -0.180, 2.057], [-2.952, -1.183, 0.928]],
  "fmax_ha_per_bohr": 0.0268,
  "smiles": "CCCCCCC[Si](C)(Cl)Cl",
  "de_lowest_kj_mol": 0.0
}

=====

5.
{
  "formula": "C8H18ClIO3PSTm",
  "method": "ωB97M-V with the def2-TZVPD basis set",
  "species": ["C", "C", "H", "H", "H", "O", "I", "Tm", "P", "C", "C", "H", "H", "H", "C", "H", "H", "H", "H", "H", "H", "C", "O", "Cl", "C", "S", "C", "O", "H", "H", "H", "H", "H", "H"],
  "coordinates": [[-0.881, -2.732, -0.864], [0.316, -1.830, -0.823], [-0.605, -3.767, -1.114], [-1.592, -2.348, -1.609], [-1.381, -2.735, 0.115], [1.465, -2.092, -1.032], [0.477, 2.987, 0.909], [-0.673, 0.365, 0.517], [0.083, 0.820, -2.239], [1.707, 1.389, -2.851], [-0.432, -0.275, -3.590], [-1.919, 2.222, -2.162], [-1.020, 2.429, -3.708], [-0.438, 3.222, -2.193], [-0.923, 2.332, -2.616], [-1.463, -0.594, -3.417], [-0.366, 0.268, -4.538], [1.614, 1.694, -3.904], [2.425, 0.565, -2.769], [0.220, -1.151, -3.621], [2.059, 2.235, -2.249], [1.933, 0.417, 0.139], [3.081, 0.444, 0.096], [-3.082, 0.309, -0.002], [-0.518, -1.674, 4.735], [-0.859, -0.195, 3.771], [0.455, 0.897, 4.374], [-0.359, -0.680, 2.354], [-1.149, -1.607, 5.617], [0.539, -1.717, 5.026], [-0.781, -2.562, 4.156], [0.799, 0.502, 5.339], [1.260, 0.974, 3.635], [0.008, 1.884, 4.519]],
  "multiplicity": 3,
  "total_charge": 2,
  "e_tot_ha": -3123.4190,
  "fmax_ha_per_bohr": 0.1099
}

=====

6.
{
  "formula": "C8H18ClN2O10S2",
  "method": "ωB97M-V with the def2-TZVPD basis set",
  "species": ["Cl", "O", "C", "N", "C", "H", "H", "H", "H", "H", "O", "C", "N", "C", "H", "H", "H", "H", "H", "C", "C", "O", "S", "O", "O", "O", "H", "H", "H", "H", "C", "C", "O", "S", "O", "O", "O", "H", "H", "H", "H"],
  "coordinates": [[-24.752, 19.172, -24.192], [-19.758, 17.879, -25.848], [-20.938, 18.115, -25.924], [-21.800, 17.443, -25.196], [-21.499, 19.196, -26.781], [-21.533, 16.709, -24.555], [-22.770, 17.723, -25.169], [-22.065, 18.895, -27.663], [-20.594, 19.717, -27.093], [-22.026, 19.920, -26.160], [-27.343, 16.111, -25.223], [-26.479, 15.992, -26.111], [-25.553, 16.898, -26.355], [-26.507, 14.766, -27.030], [-25.468, 17.733, -25.794], [-24.982, 16.689, -27.161], [-26.450, 13.878, -26.401], [-25.534, 14.655, -27.508], [-27.311, 14.634, -27.755], [-24.186, 22.369, -20.967], [-23.997, 22.150, -22.504], [-23.523, 23.430, -22.969], [-24.192, 24.624, -22.042], [-25.668, 24.724, -22.324], [-23.270, 25.743, -22.120], [-23.984, 23.700, -20.696], [-23.488, 21.773, -20.378], [-25.229, 22.239, -20.680], [-24.814, 21.800, -23.134], [-23.146, 21.477, -22.609], [-28.658, 19.584, -24.322], [-27.946, 20.673, -23.416], [-28.840, 21.112, -22.396], [-30.093, 19.984, -22.241], [-31.401, 20.586, -22.610], [-30.024, 19.441, -20.890], [-29.580, 18.999, -23.474], [-27.939, 18.821, -24.619], [-29.191, 20.006, -25.174], [-27.459, 21.544, -23.854], [-27.069, 20.239, -22.936]],
  "multiplicity": 2,
  "e_tot_ha": -2433.9585,
  "fmax_ha_per_bohr": 0.0904
}